DFT (the ωB97M-V functional and the def2-TZVPD basis) results for a single C20H17ClF2N2O2S2 molecule in a non-equilibrium geometry.

```
46
Properties=species:S:1:pos:R:3
C 0.0169 -4.2480 5.0925
C -0.1839 -3.4500 3.7864
C 0.1909 -1.9926 3.8697
C 0.1910 -1.3866 2.5050
S 1.1011 -2.1276 1.2034
C 0.7143 -0.6480 0.3274
N 1.1846 -0.1530 -0.8712
S 1.4272 -1.2925 -2.0268
O 2.6633 -2.0386 -1.7398
O 0.1499 -2.0097 -2.2222
C 1.6428 -0.1090 -3.3480
C 0.6396 0.0447 -4.3381
C 0.8019 0.9309 -5.4130
C -0.1711 0.9525 -6.3703
C 0.0290 1.8677 -7.3351
C 0.9346 2.8295 -7.4768
F 0.9185 3.7043 -8.4968
C 1.8550 2.8239 -6.4422
F 2.8269 3.7779 -6.4131
C 1.8355 1.8486 -5.4480
N -0.0132 0.3090 0.9338
C -0.2172 -0.0516 2.2746
C -0.9435 0.8572 3.1651
C -0.4384 1.8790 4.0043
C -1.3963 2.7146 4.7198
C -2.8120 2.5583 4.5490
Cl -4.0787 3.5934 5.2924
C -3.2180 1.4722 3.8190
C -2.3508 0.6242 3.1411
H 0.1132 -3.5087 5.8594
H 0.8406 -4.8045 5.0538
H -0.8491 -4.8347 5.3108
H -1.1256 -3.4245 3.4518
H 0.3829 -4.0159 3.0271
H -0.4842 -1.4330 4.5777
H 1.1999 -2.0373 4.3896
H 0.8033 0.6832 -1.2755
H 2.6293 0.3092 -3.3194
H -0.1514 -0.7295 -4.3372
H -1.0071 0.1621 -6.4225
H -0.6673 1.8942 -8.1943
H 2.5549 1.8304 -4.6575
H 0.6087 1.8359 4.1472
H -1.1550 3.6211 5.4036
H -4.2997 1.3794 3.7386
H -2.6934 -0.2081 2.5049
```

## Properties
- F_max: 6.23 eV Å⁻¹
- SMILES string: CCCc1sc(NS(=O)(=O)/C=C/c2ccc(F)c(F)c2)nc1-c1ccc(Cl)cc1
- Orbital gap: 7.35 eV
- M: 455.0 g mol⁻¹